# C29H39O3S2SiTeTi

A structure of composition C29H39O3S2SiTeTi (ωB97M-V with the def2-TZVPD basis set, OMol25).

Properties
energy relative to the best compared isomer or geometry (same formula, charge and spin)	120.9	kJ/mol
total charge	+1
frontier orbital gap	7.239	eV
energy	-3557.29388	a.u.
largest force on an atom	0.75	eV/Å

XYZ file:
```
76
C29H39O3S2SiTeTi ωB97M-V with the def2-TZVPD basis set
Ti 0.271 -0.320 -0.142
C 0.572 -3.515 0.221
C 0.460 -2.089 0.695
O -0.718 -1.542 0.957
H -0.160 -4.136 0.741
H 1.565 -3.921 0.405
H 0.368 -3.580 -0.849
C 3.614 2.057 -1.981
S 3.005 1.291 -0.486
C 3.514 2.536 0.693
O 1.481 1.440 -0.561
H 4.695 2.159 -1.889
H 3.141 3.029 -2.110
H 3.375 1.397 -2.813
H 3.375 3.533 0.278
H 4.556 2.358 0.954
H 2.887 2.391 1.568
C -1.618 -0.045 7.219
C -0.807 -0.310 5.982
C -0.228 0.725 5.264
C 0.533 0.492 4.122
C 1.131 1.676 3.414
C 0.716 -0.826 3.696
Te 1.994 -1.262 2.055
C 0.137 -1.892 4.397
C 0.299 -3.325 3.973
C -0.617 -1.608 5.528
H -1.722 1.023 7.405
H -1.146 -0.496 8.094
H -2.616 -0.475 7.130
H -0.370 1.746 5.599
H 0.650 2.598 3.745
H 1.006 1.588 2.334
H 2.198 1.768 3.634
H -0.071 -3.477 2.959
H -0.259 -3.983 4.636
H 1.347 -3.631 3.993
H -1.069 -2.431 6.071
O -0.938 1.130 0.807
S -1.258 2.537 0.301
C -2.280 3.243 1.623
C -3.731 2.917 1.289
C -3.848 3.087 -0.223
C -2.677 2.313 -0.820
H -2.087 4.316 1.627
H -1.904 2.805 2.547
H -4.411 3.571 1.832
H -3.954 1.887 1.574
H -3.782 4.144 -0.490
H -4.791 2.709 -0.615
H -2.385 2.606 -1.827
H -2.848 1.235 -0.790
C -0.752 2.343 -5.653
C -1.279 1.069 -5.804
C -0.997 0.084 -4.868
C -0.184 0.345 -3.759
C 0.316 1.641 -3.614
C 0.045 2.626 -4.553
Si 0.006 -1.056 -2.501
C 0.464 -2.642 -3.401
C -0.457 -3.335 -4.194
C -0.094 -4.485 -4.877
C 1.200 -4.973 -4.775
C 2.123 -4.312 -3.979
C 1.757 -3.162 -3.296
H -0.963 3.110 -6.386
H -1.906 0.838 -6.655
H -1.414 -0.903 -5.022
H 0.901 1.894 -2.742
H 0.455 3.620 -4.425
H 1.383 -0.922 -1.640
H -1.482 -2.990 -4.272
H -0.824 -5.005 -5.484
H 1.486 -5.870 -5.307
H 3.133 -4.692 -3.889
H 2.493 -2.662 -2.676
```

Atom charges from the Löwdin analysis, given in e for atoms 1 to 4: number 1, Ti, carries 0.597; number 2, C, carries -0.092; number 3, C, carries -0.888; number 4, O, carries -0.252

# C29H40BClFeGe2N8

A structure of composition C29H40BClFeGe2N8 in a non-equilibrium geometry (ωB97M-V with the def2-TZVPD basis set, OMol25).

Properties
expectation value of S²	9.039
energy relative to the best compared isomer or geometry (same formula, charge and spin)	300.9	kJ/mol
total charge	+1
multiplicity	6
frontier orbital gap (alpha / beta)	4.958 / 6.828	eV
energy	-7469.39230	a.u.
largest force on an atom	1.72	eV/Å

XYZ file:
```
82
C29H40BClFeGe2N8 ωB97M-V with the def2-TZVPD basis set
Fe 0.687 -0.721 0.352
C 0.891 -0.802 4.618
C 0.321 -1.248 3.433
N 0.843 -0.589 2.394
N 1.748 0.283 2.894
C 1.794 0.171 4.227
B 2.580 1.222 1.961
N 3.452 0.302 1.047
C 4.770 0.206 0.806
C 4.990 -0.821 -0.089
C 3.722 -1.316 -0.366
N 2.799 -0.639 0.318
N 1.576 1.971 1.015
C 1.423 3.281 0.800
C 0.400 3.470 -0.115
C -0.034 2.193 -0.426
N 0.676 1.288 0.255
N 3.304 2.214 2.840
C 4.594 2.387 3.248
C 4.614 3.383 4.184
C 3.266 3.774 4.308
N 2.484 3.072 3.511
H 0.685 -1.147 5.616
H -0.438 -2.000 3.285
H 2.448 0.789 4.819
H 5.485 0.870 1.249
H 5.933 -1.158 -0.482
H 3.439 -2.116 -1.031
H 2.034 4.004 1.312
H 0.033 4.407 -0.495
H -0.812 1.877 -1.107
H 5.408 1.795 2.880
H 5.471 3.778 4.701
H 2.838 4.527 4.951
C 0.831 -2.466 -4.343
C 1.674 -2.095 -3.121
Ge 0.836 -0.634 -2.071
C 1.880 0.929 -2.704
C 1.495 1.250 -4.151
C -1.038 -0.458 -2.484
C -2.188 -0.494 -1.536
Ge -1.796 -0.693 0.402
C -2.593 -2.207 1.426
C -4.029 -2.652 1.140
C -2.167 0.839 1.631
C -3.647 1.223 1.701
C -3.487 -0.495 -2.013
C -3.799 -0.523 -3.426
C -5.098 -0.519 -3.867
C -6.166 -0.483 -2.969
C -5.907 -0.453 -1.586
C -4.625 -0.454 -1.126
H 1.361 -3.205 -4.945
H 0.627 -1.605 -4.980
H -0.122 -2.904 -4.044
H 2.656 -1.717 -3.414
H 1.817 -2.980 -2.500
H 2.936 0.655 -2.635
H 1.718 1.796 -2.069
H 1.680 0.406 -4.817
H 2.083 2.092 -4.521
H 0.441 1.524 -4.232
H -1.257 -0.513 -3.544
H -2.524 -1.870 2.464
H -1.935 -3.068 1.316
H -4.759 -1.883 1.386
H -4.254 -3.520 1.763
H -4.171 -2.939 0.099
H -1.571 1.704 1.359
H -1.821 0.494 2.608
H -4.018 1.586 0.743
H -3.787 2.022 2.431
H -4.270 0.384 2.019
H -3.001 -0.569 -4.150
H -5.301 -0.552 -4.930
H -7.184 -0.477 -3.333
H -6.731 -0.424 -0.886
H -4.429 -0.410 -0.067
Cl -0.445 -3.329 -0.865
C 0.682 -2.733 0.403
H 1.657 -3.156 0.178
H 0.320 -3.133 1.346
```

Atom charges from the Löwdin analysis, given in e for atoms 1 to 4: number 1, Fe, carries 0.549; number 2, C, carries -0.016; number 3, C, carries -0.119; number 4, N, carries -0.041

# C29H40BaN5O6PS2

A structure of composition C29H40BaN5O6PS2 in a non-equilibrium geometry (ωB97M-V with the def2-TZVPD basis set, OMol25).

Properties
energy relative to the best compared isomer or geometry (same formula, charge and spin)	23.7	kJ/mol
frontier orbital gap	7.981	eV
energy	-3017.73898	a.u.
largest force on an atom	1.53	eV/Å

XYZ file:
```
84
C29H40BaN5O6PS2 ωB97M-V with the def2-TZVPD basis set
Ba -0.732 0.365 1.638
O -3.419 0.580 2.017
C -3.793 0.364 3.381
C -3.022 -0.829 3.948
N -1.574 -0.635 4.095
C -0.883 -1.931 4.230
C -0.740 -2.679 2.860
O -1.167 -3.807 2.712
O -0.142 -1.968 1.965
C -1.229 0.398 5.087
C -1.050 1.832 4.495
O -1.648 2.787 4.959
O -0.220 1.868 3.508
H -3.677 1.459 1.704
H -4.863 0.143 3.417
H -3.600 1.264 3.973
H -3.185 -1.689 3.292
H -3.460 -1.071 4.929
H -1.408 -2.588 4.933
H 0.129 -1.747 4.590
H -0.262 0.151 5.527
H -1.981 0.444 5.882
C 5.602 0.658 -1.584
C 4.524 1.017 -2.595
C 3.139 1.083 -1.961
N 2.647 -0.238 -1.599
C 2.367 -0.651 -0.361
S 2.565 0.317 0.996
N 1.876 -1.938 -0.203
C 1.873 -2.996 -1.105
O 1.018 -3.849 -1.057
C 3.016 -3.105 -2.070
C 4.327 -2.891 -1.655
C 5.366 -3.039 -2.558
C 5.097 -3.384 -3.875
C 3.792 -3.608 -4.287
C 2.749 -3.485 -3.382
H 6.574 0.537 -2.063
H 5.367 -0.274 -1.070
H 5.696 1.432 -0.822
H 4.513 0.292 -3.416
H 4.739 1.988 -3.046
H 2.410 1.529 -2.645
H 3.151 1.680 -1.052
H 2.498 -0.875 -2.365
H 1.281 -2.094 0.629
H 4.527 -2.615 -0.627
H 6.387 -2.880 -2.236
H 5.910 -3.490 -4.581
H 3.588 -3.889 -5.311
H 1.728 -3.684 -3.677
C -0.447 -0.840 -3.265
P -1.412 -0.157 -1.858
C -2.315 1.168 -2.737
C -2.652 -1.457 -1.570
C -3.921 -1.469 -2.144
C -4.809 -2.493 -1.858
C -4.438 -3.515 -0.995
C -3.179 -3.508 -0.415
C -2.292 -2.482 -0.699
H -1.090 -1.089 -4.111
H 0.063 -1.749 -2.949
H 0.293 -0.106 -3.586
H -2.711 0.842 -3.701
H -1.627 1.999 -2.898
H -3.133 1.551 -2.127
H -4.228 -0.671 -2.809
H -5.794 -2.491 -2.307
H -5.132 -4.314 -0.769
H -2.874 -4.285 0.273
H -1.320 -2.500 -0.221
C -1.989 6.539 0.013
N -1.220 5.874 1.038
C -0.376 6.492 1.939
C 0.141 5.517 2.719
N -0.366 4.323 2.279
C -1.213 4.544 1.254
S -2.112 3.381 0.395
H -2.258 7.532 0.366
H -2.887 5.956 -0.176
H -1.412 6.616 -0.909
H -0.231 7.557 1.938
H 0.826 5.569 3.545
H -0.285 3.409 2.782
```

Atom charges from the Löwdin analysis, given in e for atoms 1 to 4: number 1, Ba, carries 1.743; number 2, O, carries -0.242; number 3, C, carries -0.208; number 4, C, carries -0.165

# C29H41BCoN8O2

A structure of composition C29H41BCoN8O2 in a non-equilibrium geometry (ωB97M-V with the def2-TZVPD basis set, OMol25).

Properties
energy relative to the best compared isomer or geometry (same formula, charge and spin)	85.1	kJ/mol
total charge	+1
frontier orbital gap (alpha / beta)	7.843 / 8.039	eV
energy	-3125.71293	a.u.
largest force on an atom	1.57	eV/Å

XYZ file:
```
82
C29H41BCoN8O2 ωB97M-V with the def2-TZVPD basis set
Co 0.290 -0.008 -0.155
C -2.600 -0.540 3.272
C -1.393 -1.225 2.636
C -1.211 -2.619 3.242
C -0.162 -0.380 2.811
C 0.455 0.008 4.008
C 1.524 0.799 3.639
N 1.539 0.874 2.305
N 0.530 0.154 1.795
B 2.431 1.535 1.265
N 2.968 0.415 0.337
C 4.242 0.066 0.143
C 4.304 -0.829 -0.889
C 2.991 -0.984 -1.348
N 2.177 -0.238 -0.573
C 2.715 -1.768 -2.613
C 3.177 -3.217 -2.422
C 1.334 -1.739 -3.239
N 1.547 2.430 0.368
C 1.591 3.743 0.129
C 0.829 4.009 -0.989
C 0.353 2.770 -1.432
N 0.767 1.834 -0.567
C -0.246 2.532 -2.797
C -1.335 1.476 -2.936
C 0.906 2.249 -3.771
H -3.508 -1.112 3.078
H -2.479 -0.462 4.354
H -2.732 0.466 2.882
H -1.582 -1.321 1.566
H -1.143 -2.556 4.330
H -2.067 -3.248 2.999
H -0.311 -3.114 2.884
H 0.150 -0.249 5.007
H 2.265 1.318 4.224
H 3.318 2.157 1.776
H 5.015 0.510 0.747
H 5.188 -1.269 -1.316
H 3.388 -1.298 -3.339
H 2.555 -3.709 -1.670
H 3.079 -3.772 -3.356
H 4.216 -3.288 -2.102
H 0.681 -2.481 -2.796
H 0.842 -0.771 -3.186
H 1.425 -1.995 -4.295
H 2.195 4.385 0.747
H 0.695 4.956 -1.482
H -0.673 3.499 -3.079
H -1.031 0.483 -2.612
H -2.239 1.736 -2.389
H -1.606 1.386 -3.989
H 1.398 1.304 -3.526
H 0.527 2.178 -4.790
H 1.663 3.033 -3.736
O -1.872 -3.008 -1.760
C -1.039 -2.383 -1.153
O -0.889 -1.081 -1.204
C -0.067 -3.043 -0.210
C 0.045 -4.418 -0.082
C 1.030 -4.911 0.756
C 1.859 -4.020 1.427
C 1.665 -2.662 1.250
N 0.711 -2.196 0.447
H -0.623 -5.055 -0.645
H 1.160 -5.977 0.885
H 2.640 -4.368 2.088
H 2.275 -1.923 1.757
C -3.967 2.467 1.950
C -3.577 2.345 0.474
C -4.711 1.708 -0.338
C -3.193 3.721 -0.088
C -2.375 1.474 0.360
N -1.448 0.808 0.279
H -4.858 3.091 2.011
H -3.176 2.936 2.536
H -4.205 1.499 2.384
H -5.567 2.382 -0.312
H -5.011 0.750 0.087
H -4.423 1.551 -1.377
H -4.043 4.391 0.041
H -2.957 3.669 -1.149
H -2.336 4.141 0.440
```

Atom charges from the Löwdin analysis, given in e for atoms 1 to 4: number 1, Co, carries 0.696; number 2, C, carries -0.045; number 3, C, carries -0.361; number 4, C, carries -0.038

# C29H41F3N5O8PS3

A cluster of 2 separate species, C29H41F3N5O8PS3 in total in a non-equilibrium geometry (ωB97M-V with the def2-TZVPD basis set, OMol25).

Properties
frontier orbital gap	8.296	eV
energy	-3840.58860	a.u.
largest force on an atom	4.04	eV/Å

XYZ file:
```
90
C29H41F3N5O8PS3 ωB97M-V with the def2-TZVPD basis set
C 5.624 -1.473 1.164
C 6.910 -0.583 1.399
C 6.657 0.975 1.345
C 5.406 1.474 2.188
C 4.271 1.912 1.172
C 2.865 1.318 1.475
C 2.345 0.165 0.711
C 1.034 -0.383 0.989
C 0.142 0.202 2.013
C 0.642 1.345 2.785
S -0.496 2.045 4.045
C 1.984 1.875 2.523
C 2.525 3.082 3.377
O 3.367 2.496 4.431
N 2.631 1.646 5.223
O 3.122 0.580 5.291
N -1.199 -0.298 2.290
P -1.110 -1.841 3.178
N -2.015 -2.944 2.534
O 0.464 -2.422 3.222
O -1.484 -1.492 4.745
C -1.955 -0.526 1.056
C -3.334 -0.031 0.878
S -4.215 0.947 2.141
O -3.651 2.272 2.364
O -5.612 1.051 1.705
C -4.294 0.051 3.798
F -4.147 -1.283 3.589
F -3.292 0.564 4.576
F -5.457 0.312 4.447
C -4.080 -0.280 -0.365
C -3.516 -1.040 -1.483
N -4.181 -1.306 -2.724
C -4.048 -0.351 -3.597
C -3.206 -0.464 -4.903
C -4.843 1.001 -3.316
C -2.143 -1.537 -1.328
C -1.391 -2.375 -2.421
C -1.618 -3.907 -2.006
C -0.512 -4.881 -2.588
C 0.552 -5.222 -1.478
O 1.839 -4.630 -1.767
C -1.407 -1.259 -0.104
S 0.327 -1.820 0.098
H 4.655 -0.969 1.405
H 5.691 -2.358 1.861
H 5.530 -1.858 0.110
H 7.320 -0.846 2.406
H 7.628 -0.836 0.567
H 7.587 1.481 1.738
H 6.607 1.269 0.257
H 5.762 2.318 2.843
H 5.091 0.654 2.884
H 4.165 3.033 1.249
H 4.506 1.678 0.101
H 2.980 -0.277 -0.089
H 0.289 2.365 5.123
H 3.111 3.808 2.770
H 1.696 3.616 3.905
H -1.455 -3.750 2.259
H 0.562 -3.154 2.591
H -0.884 -0.756 5.002
H -5.126 0.102 -0.468
H -3.570 0.288 -5.659
H -3.241 -1.475 -5.379
H -2.121 -0.262 -4.662
H -4.334 1.542 -2.478
H -4.858 1.578 -4.277
H -5.869 0.705 -2.984
H -0.301 -2.131 -2.468
H -1.865 -2.228 -3.427
H -2.669 -4.189 -2.273
H -1.576 -3.919 -0.876
H -1.038 -5.843 -2.846
H -0.074 -4.378 -3.488
H 0.678 -6.346 -1.449
H 0.238 -4.925 -0.441
H 2.246 -4.334 -0.936
C -1.791 5.174 -4.339
N -1.368 3.856 -3.907
C -1.333 3.559 -2.484
C -1.003 2.893 -4.784
O -0.640 1.772 -4.479
H -1.122 5.925 -3.911
H -2.810 5.356 -3.990
H -1.767 5.252 -5.425
H -0.317 3.281 -2.199
H -1.995 2.716 -2.276
H -1.652 4.425 -1.907
H -1.064 3.219 -5.836
```

Atom charges from the Löwdin analysis, given in e for atoms 1 to 4: number 1, C, carries -0.115; number 2, C, carries -0.244; number 3, C, carries -0.218; number 4, C, carries -0.178

# C29H41N2O5P

A cluster of 2 separate species, C29H41N2O5P in total in a non-equilibrium geometry (ωB97M-V with the def2-TZVPD basis set, OMol25).

Properties
energy relative to the best compared isomer or geometry (same formula, charge and spin)	121.4	kJ/mol
frontier orbital gap	4.480	eV
energy	-1956.72015	a.u.
largest force on an atom	1.36	eV/Å

XYZ file:
```
78
C29H41N2O5P ωB97M-V with the def2-TZVPD basis set
C 4.848 -0.136 -0.806
C 3.443 -0.681 -0.905
O 3.394 -1.959 -0.231
P 2.212 -3.006 -0.611
C 0.937 -2.535 0.504
C -0.415 -2.669 0.137
O -1.391 -3.005 0.802
O -0.532 -2.280 -1.206
C -1.498 -2.923 -2.052
C -1.035 -4.237 -2.618
O 1.944 -3.097 -2.071
O 2.839 -4.343 0.032
C 2.919 -5.581 -0.718
C 4.181 -6.316 -0.323
H 4.861 0.883 -1.199
H 5.185 -0.134 0.235
H 5.523 -0.757 -1.400
H 2.732 -0.002 -0.421
H 3.139 -0.799 -1.954
H 1.178 -2.533 1.557
H -2.423 -3.042 -1.482
H -1.657 -2.209 -2.862
H -1.600 -4.432 -3.535
H 0.036 -4.211 -2.832
H -1.259 -5.046 -1.924
H 2.032 -6.191 -0.498
H 2.950 -5.343 -1.791
H 4.198 -7.297 -0.799
H 5.066 -5.765 -0.667
H 4.244 -6.441 0.761
C 2.640 6.106 -0.319
N 2.405 5.076 -1.309
C 3.459 5.003 -2.292
C 3.084 4.124 -3.470
C 2.571 2.767 -3.009
C 1.601 2.865 -1.875
C 1.470 4.098 -1.157
C 0.393 4.231 -0.238
C -0.370 3.137 0.103
C -0.061 1.820 -0.388
C -0.675 0.626 0.049
C -1.700 0.569 1.032
C -2.788 -0.332 0.881
C -3.864 -0.365 1.747
C -3.879 0.518 2.875
N -4.943 0.528 3.728
C -4.906 1.308 4.951
C -5.952 -0.509 3.708
C -6.267 -0.973 2.294
C -4.994 -1.323 1.526
C -2.781 1.397 3.070
C -1.720 1.411 2.188
C 0.880 1.760 -1.461
H 1.871 6.112 0.453
H 3.619 5.960 0.161
H 2.663 7.084 -0.815
H 3.670 6.029 -2.619
H 4.380 4.621 -1.815
H 2.314 4.631 -4.057
H 3.961 3.995 -4.107
H 2.116 2.234 -3.854
H 3.421 2.143 -2.696
H 0.177 5.210 0.201
H -1.208 3.272 0.784
H -0.440 -0.274 -0.513
H -2.771 -0.994 0.014
H -4.733 2.370 4.739
H -5.872 1.195 5.449
H -4.116 0.960 5.632
H -5.609 -1.369 4.310
H -6.852 -0.104 4.189
H -6.920 -1.847 2.362
H -6.818 -0.182 1.774
H -5.210 -1.369 0.452
H -4.685 -2.341 1.816
H -2.771 2.056 3.939
H -0.875 2.069 2.379
H 1.032 0.783 -1.936
```

Atom charges from the Löwdin analysis, given in e for atoms 1 to 4: number 1, C, carries -0.078; number 2, C, carries -0.299; number 3, O, carries -0.234; number 4, P, carries 0.500

- Which of these has the lowest largest force on an atom?
  C29H39O3S2SiTeTi

- What is the energy in the sixth record?
  -1956.72015 a.u.

- Among the records above, which one has the highest largest force on an atom?
  C29H41F3N5O8PS3

- Among the records above, which one has the lowest largest force on an atom?
  C29H39O3S2SiTeTi